(1)
{"formula": "C18H50BClN8O9P3", "method": "ωB97M-V/def2-TZVPD", "mol_weight_g_mol": 661.83, "gap_ev": 5.59, "e_homo_ev": -5.3, "charge": -1, "species": ["C", "C", "O", "N", "C", "C", "O", "P", "O", "B", "O", "O", "O", "C", "C", "N", "Cl", "O", "H", "H", "H", "H", "H", "H", "H", "H", "H", "H", "H", "H", "H", "H", "O", "P", "N", "C", "C", "N", "C", "C", "N", "C", "C", "H", "H", "H", "H", "H", "H", "H", "H", "H", "H", "H", "H", "H", "H", "H", "H", "H", "H", "O", "P", "N", "C", "C", "N", "C", "C", "N", "C", "C", "H", "H", "H", "H", "H", "H", "H", "H", "H", "H", "H", "H", "H", "H", "H", "H", "H", "H"], "coordinates": [[2.579, 3.222, 6.293], [2.648, 3.037, 4.632], [3.916, 2.906, 4.151], [1.427, 2.966, 3.743], [1.682, 2.248, 2.438], [2.634, 2.752, 1.204], [1.035, 1.062, 2.263], [0.616, 4.538, 3.535], [2.124, 5.344, 3.864], [1.985, 6.787, 3.494], [2.241, 7.265, 2.093], [1.604, 7.804, 4.517], [-0.067, 4.661, 5.165], [-1.547, 4.648, 4.999], [-1.760, 3.304, 4.029], [-3.175, 2.952, 3.626], [-1.362, 1.933, 5.264], [-0.749, 3.562, 2.953], [2.875, 4.362, 6.487], [3.325, 2.478, 6.851], [1.499, 3.086, 6.723], [3.337, 3.661, 1.466], [3.309, 1.925, 0.722], [1.910, 3.147, 0.342], [0.857, 4.701, 2.106], [-0.051, 5.838, 3.374], [3.208, 7.046, 1.930], [1.588, 8.723, 4.105], [-2.151, 4.702, 6.004], [-1.988, 5.573, 4.410], [-3.865, 3.688, 3.964], [-3.258, 2.846, 2.578], [0.718, 2.834, -3.261], [-0.568, 1.991, -3.447], [-0.275, 1.085, -2.024], [-0.598, -0.317, -1.793], [-0.559, 1.832, -0.795], [0.119, 1.183, -4.804], [1.241, 0.266, -4.615], [0.456, 2.102, -5.901], [-2.045, 1.022, -3.661], [-2.251, 0.037, -4.725], [-3.215, 1.907, -3.617], [-1.656, -0.466, -1.554], [-0.012, -0.709, -0.952], [-0.354, -0.956, -2.640], [-1.637, 1.894, -0.613], [-0.171, 2.856, -0.854], [-0.080, 1.370, 0.075], [2.021, 0.687, -3.973], [1.704, -0.008, -5.570], [0.906, -0.679, -4.189], [1.392, 2.643, -5.716], [-0.340, 2.842, -6.039], [0.550, 1.557, -6.847], [-2.248, 0.494, -5.718], [-3.215, -0.471, -4.592], [-1.504, -0.760, -4.689], [-3.273, 2.525, -4.520], [-3.152, 2.576, -2.753], [-4.146, 1.340, -3.513], [-0.192, -3.478, -1.439], [0.055, -4.993, -1.238], [-1.620, -5.334, -1.138], [-2.261, -6.356, -0.321], [-2.296, -5.292, -2.438], [0.688, -4.715, 0.339], [-0.196, -4.252, 1.408], [1.883, -3.858, 0.328], [0.340, -6.735, -1.007], [0.939, -7.332, 0.189], [1.025, -7.274, -2.187], [-2.184, -7.354, -0.766], [-3.329, -6.131, -0.200], [-1.860, -6.409, 0.689], [-2.081, -6.192, -3.023], [-1.971, -4.425, -3.026], [-3.382, -5.197, -2.323], [-0.837, -3.424, 1.090], [0.372, -3.920, 2.285], [-0.823, -5.063, 1.774], [1.632, -2.797, 0.212], [2.548, -4.140, -0.496], [2.456, -3.982, 1.254], [1.972, -7.008, 0.338], [0.938, -8.426, 0.110], [0.355, -7.113, 1.087], [2.063, -6.927, -2.230], [0.520, -6.947, -3.101], [1.015, -8.370, -2.193]], "forces_ev_per_angstrom": [[-0.66, 0.71, -0.49], [5.33, -0.90, -1.73], [-7.33, 0.26, 2.43], [4.01, -0.90, 0.90], [-2.39, -5.78, -1.13], [-0.27, 1.16, -0.43], [4.06, 7.32, 1.06], [-1.18, 1.88, -1.65], [-0.84, 4.07, -0.36], [-0.63, -0.48, 0.69], [1.52, -1.05, 2.96], [0.95, -0.73, -3.06], [-2.10, -0.37, -0.81], [-0.04, -0.18, -0.96], [0.47, 2.13, 0.42], [0.84, 1.73, -1.02], [0.36, 0.15, -0.84], [-3.56, -0.69, 3.09], [-0.50, -2.60, -0.45], [-1.54, 1.72, -1.68], [1.99, 0.19, -1.08], [-1.60, -1.90, -0.10], [-1.60, 1.23, 1.33], [1.43, -0.97, 1.93], [0.36, -0.99, 0.54], [-0.10, -0.12, -0.09], [-1.83, 0.11, -0.01], [0.10, -1.99, 0.58], [1.64, -0.76, -1.67], [1.32, -1.55, 0.70], [1.49, -1.12, -0.74], [0.32, 0.38, 1.64], [-3.03, 3.18, -0.08], [6.00, -5.63, 1.06], [0.08, -0.04, 1.34], [-0.40, -0.07, -0.25], [0.63, 0.51, 0.16], [0.42, -0.84, -1.99], [-0.01, -0.08, 0.43], [-0.38, 0.00, 0.20], [-2.34, 2.16, -1.14], [0.37, -0.11, -0.36], [-0.45, -0.08, 0.45], [-0.09, -0.09, 0.04], [-0.01, 0.35, -0.12], [-0.07, 0.12, -0.06], [-0.18, -0.09, 0.19], [-0.07, -0.18, -0.13], [-0.13, -0.06, -0.16], [0.06, -0.03, 0.03], [-0.22, 0.31, -0.06], [-0.01, 0.02, 0.21], [-0.12, 0.05, 0.03], [0.07, 0.03, 0.03], [-0.02, -0.11, 0.13], [0.00, -0.14, -0.10], [-0.11, 0.38, 0.33], [0.06, 0.39, -0.02], [-0.28, 0.01, -0.01], [0.10, 0.04, 0.00], [0.13, 0.00, -0.06], [2.01, -1.12, -3.78], [-4.20, 2.39, 6.62], [-1.69, -0.15, -0.67], [0.33, -0.34, -0.06], [0.10, 0.74, -0.04], [0.98, -0.10, 1.46], [-0.45, 0.03, -0.09], [0.13, -0.22, -0.24], [2.38, -0.78, -2.15], [0.20, 0.30, 0.47], [-0.22, -0.48, -0.34], [-0.02, -0.14, 0.00], [0.18, 0.21, -0.21], [0.20, 0.06, -0.11], [-0.18, -0.23, -0.12], [0.07, -0.11, 0.23], [0.14, -0.12, 0.13], [-0.01, 0.02, 0.09], [0.19, -0.01, -0.36], [-0.16, -0.05, -0.09], [0.05, -0.13, -0.06], [-0.03, 0.06, -0.03], [-0.20, -0.07, -0.03], [-0.01, -0.07, 0.17], [-0.09, 0.08, -0.51], [0.18, 0.27, -0.26], [0.07, -0.23, -0.12], [-0.01, 0.12, -0.01], [0.02, 0.12, 0.09]], "lowdin_charge": [-0.04, -0.29, -0.11, -0.09, -0.28, -0.04, -0.07, 0.57, -0.19, -0.58, 0.02, 0.04, -0.33, -0.24, -0.74, -0.02, 0.51, -0.32, 0.10, 0.09, 0.07, 0.08, 0.09, 0.08, 0.05, 0.04, 0.11, 0.10, 0.12, 0.11, 0.08, 0.08, -0.31, 0.75, -0.31, -0.14, -0.13, -0.36, -0.12, -0.16, -0.30, -0.13, -0.16, 0.08, 0.08, 0.04, 0.07, 0.07, 0.06, 0.09, 0.08, 0.05, 0.08, 0.07, 0.07, 0.08, 0.08, 0.07, 0.07, 0.08, 0.08, -0.29, 0.76, -0.32, -0.14, -0.15, -0.36, -0.12, -0.14, -0.30, -0.13, -0.16, 0.08, 0.09, 0.05, 0.07, 0.07, 0.08, 0.09, 0.09, 0.05, 0.08, 0.07, 0.08, 0.08, 0.08, 0.07, 0.08, 0.07, 0.08]}

(2)
{"formula": "C18H50BFN3O9P2S", "method": "ωB97M-V/def2-TZVPD", "mol_weight_g_mol": 576.44, "gap_ev": 7.80, "e_homo_ev": -5.9, "charge": -1, "species": ["C", "C", "O", "P", "O", "C", "C", "B", "P", "O", "S", "O", "O", "F", "O", "C", "C", "H", "H", "H", "H", "H", "H", "H", "H", "H", "H", "H", "H", "H", "H", "H", "H", "H", "C", "C", "C", "O", "C", "N", "H", "H", "H", "H", "H", "H", "H", "H", "H", "H", "H", "C", "C", "C", "O", "C", "N", "H", "H", "H", "H", "H", "H", "H", "H", "H", "H", "H", "C", "C", "C", "O", "C", "N", "H", "H", "H", "H", "H", "H", "H", "H", "H", "H", "H"], "coordinates": [[-0.555, 4.248, -2.400], [0.239, 4.015, -3.797], [-0.554, 3.366, -4.832], [-0.755, 1.684, -4.576], [0.021, 0.820, -5.648], [-2.614, 1.328, -4.901], [-3.537, 2.484, -4.215], [-4.361, 1.854, -2.922], [-4.660, 3.207, -1.577], [-4.562, 4.677, -2.111], [-5.976, 1.069, -3.489], [-7.205, 1.787, -2.915], [-6.043, 0.973, -5.016], [-5.993, -0.518, -2.900], [-0.340, 1.145, -3.001], [1.090, 0.900, -2.852], [1.470, -0.616, -2.473], [-1.070, 5.267, -2.325], [-1.330, 3.413, -2.217], [0.225, 4.141, -1.550], [1.284, 3.531, -3.638], [0.473, 5.081, -4.198], [-2.775, 1.438, -6.045], [-2.921, 0.276, -4.570], [-4.292, 2.929, -4.955], [-2.924, 3.365, -3.800], [-3.688, 0.979, -2.461], [-3.655, 2.978, -0.553], [-5.935, 2.979, -0.929], [1.438, 1.556, -1.956], [1.695, 1.303, -3.757], [1.735, -1.210, -3.423], [0.714, -1.144, -1.794], [2.458, -0.557, -1.862], [5.158, -5.322, -0.432], [4.790, -3.938, 0.096], [3.832, -3.159, -0.830], [4.459, -2.593, -1.980], [4.626, -3.496, -3.061], [6.024, -3.185, 0.358], [5.883, -5.280, -1.248], [5.609, -5.924, 0.362], [4.271, -5.854, -0.789], [4.271, -4.085, 1.051], [3.437, -2.308, -0.265], [2.967, -3.767, -1.120], [3.801, -4.210, -3.132], [5.578, -4.023, -2.971], [4.659, -2.913, -3.985], [5.779, -2.299, 0.798], [6.406, -2.906, -0.548], [-2.804, -1.990, 2.161], [-3.096, -0.515, 2.421], [-3.474, 0.273, 1.149], [-2.368, 0.603, 0.312], [-1.965, -0.440, -0.562], [-1.942, 0.084, 3.107], [-1.828, -2.149, 1.697], [-2.804, -2.549, 3.102], [-3.566, -2.432, 1.512], [-3.956, -0.472, 3.099], [-3.899, 1.233, 1.463], [-4.255, -0.239, 0.576], [-2.812, -1.037, -0.912], [-1.226, -1.077, -0.071], [-1.482, 0.015, -1.432], [-2.177, 1.043, 3.362], [-1.202, 0.196, 2.410], [0.964, 0.899, 7.553], [0.467, 0.742, 6.119], [1.068, -0.478, 5.389], [2.411, -0.293, 4.943], [3.397, -0.515, 5.938], [0.723, 1.990, 5.387], [1.982, 1.291, 7.605], [0.326, 1.599, 8.101], [0.939, -0.058, 8.084], [-0.617, 0.592, 6.168], [0.479, -0.649, 4.481], [0.981, -1.391, 5.991], [3.112, -1.314, 6.628], [3.598, 0.407, 6.486], [4.323, -0.807, 5.435], [0.307, 1.916, 4.459], [1.727, 2.030, 5.198]], "forces_ev_per_angstrom": [[0.54, -0.87, 0.21], [0.49, 2.14, 0.77], [0.58, -2.51, 2.13], [0.48, -3.25, -3.82], [-1.58, 2.96, 3.43], [-0.55, 1.86, 0.02], [-0.33, 0.02, 0.14], [1.38, 0.01, -0.25], [-0.19, 3.06, -0.78], [-0.09, -2.65, 1.11], [-4.44, 1.82, -3.25], [3.56, -2.71, -1.09], [0.45, -0.53, 4.50], [-0.06, 1.59, -0.55], [0.24, 1.23, -2.54], [1.59, 0.48, 1.27], [1.02, 0.47, -0.21], [0.73, -1.56, -0.29], [1.20, 1.40, -0.35], [-1.28, 0.34, -1.26], [-1.96, 0.45, -0.27], [-0.41, -1.90, 0.42], [0.83, -0.45, 1.90], [0.76, 1.54, -0.44], [1.34, -0.65, 0.87], [-0.81, -1.31, -0.87], [-0.10, -0.25, 0.33], [-0.69, -0.06, -0.33], [0.83, -0.07, 0.01], [-0.77, -1.00, -1.39], [-1.15, -1.14, 1.34], [-0.80, 0.73, 1.52], [0.88, 0.88, -1.26], [-1.61, -0.08, -1.06], [-0.01, -0.27, 0.09], [0.16, 0.02, -0.38], [0.10, 0.29, 0.18], [-0.32, -0.38, 0.21], [0.18, 0.34, -0.11], [-0.16, 0.24, -0.11], [-0.08, 0.09, 0.05], [-0.02, 0.13, -0.07], [0.06, 0.05, 0.00], [-0.02, 0.13, -0.07], [0.09, 0.00, -0.09], [0.07, -0.10, -0.09], [0.03, -0.02, 0.07], [-0.06, -0.20, -0.07], [-0.06, 0.01, 0.14], [0.06, -0.15, 0.06], [-0.04, -0.14, 0.20], [-0.08, -0.26, 0.12], [0.24, -0.10, -0.34], [0.10, 0.34, 0.07], [-0.47, -0.31, 0.24], [0.30, 0.26, -0.19], [0.07, 0.26, -0.03], [-0.09, 0.11, 0.00], [0.02, 0.11, -0.07], [0.08, 0.05, 0.02], [0.04, 0.12, -0.07], [0.11, -0.01, -0.05], [0.08, -0.12, -0.04], [-0.02, 0.00, 0.09], [-0.04, -0.23, 0.00], [-0.19, 0.01, 0.18], [-0.02, -0.12, 0.04], [-0.17, -0.09, 0.11], [-0.10, 0.04, 0.25], [0.38, -0.02, 0.01], [-0.25, 0.17, -0.37], [-0.17, -0.30, 0.37], [0.13, 0.18, -0.36], [0.09, -0.20, -0.22], [-0.06, -0.05, -0.08], [0.07, -0.04, -0.12], [0.02, 0.05, -0.04], [0.09, -0.07, -0.17], [0.08, 0.09, 0.07], [0.11, 0.03, 0.14], [-0.07, 0.06, 0.03], [0.03, -0.09, 0.22], [-0.13, 0.00, -0.03], [-0.06, 0.06, 0.15], [-0.22, 0.05, 0.11]], "lowdin_charge": [-0.08, -0.28, -0.26, 0.75, -0.39, -0.20, -0.25, -0.78, 0.71, -0.55, 0.80, -0.41, -0.38, -0.29, -0.30, -0.30, -0.07, 0.09, 0.07, 0.08, 0.11, 0.12, 0.11, 0.10, 0.11, 0.07, 0.05, -0.01, 0.00, 0.12, 0.12, 0.09, 0.07, 0.08, -0.08, -0.43, -0.21, -0.21, -0.11, 0.03, 0.06, 0.07, 0.08, 0.13, 0.12, 0.12, 0.09, 0.07, 0.09, 0.07, 0.07, -0.07, -0.43, -0.20, -0.20, -0.11, 0.04, 0.06, 0.07, 0.08, 0.13, 0.12, 0.12, 0.10, 0.07, 0.06, 0.07, 0.07, -0.08, -0.43, -0.20, -0.20, -0.11, 0.04, 0.06, 0.07, 0.08, 0.13, 0.10, 0.12, 0.09, 0.07, 0.09, 0.06, 0.07]}

Question: Which formula does entry 2 have?
Answer: C18H50BFN3O9P2S

Question: What is the formula in the second record?
Answer: C18H50BFN3O9P2S